# 1
Computed, not measured: 13 unconnected molecules or ions with the total composition C4H35N3O13, with the ωB97M-V functional and the def2-TZVPD basis.

```
55
Properties=species:S:1:pos:R:3:nbo_charge:R:1
O 2.234 -0.377 0.399 -0.698
C 1.173 -0.388 0.976 0.737
N 1.129 -1.184 2.137 -0.656
C -0.171 -1.449 2.781 -0.061
N -0.869 -2.821 2.594 -0.797
C -0.047 0.424 0.425 -0.147
C 0.208 0.534 -1.082 -0.639
N -0.014 1.699 1.073 -0.853
H 1.913 -1.837 2.288 0.395
H 0.046 -1.330 3.913 0.187
H -0.835 -0.717 2.369 0.202
H -1.465 -2.662 1.883 0.343
H -0.166 -3.428 2.086 0.336
H -0.926 -0.231 0.641 0.218
H 0.408 -0.499 -1.538 0.210
H -0.498 1.077 -1.687 0.228
H 1.058 1.212 -1.302 0.254
H 0.782 2.204 0.996 0.409
H -0.482 1.880 1.947 0.401
H 4.196 1.763 -1.045 0.500
H 4.051 3.182 -1.249 0.470
O 4.305 2.664 -0.561 -0.966
H -0.872 -3.166 -0.344 0.496
H 0.555 -3.546 -0.670 0.498
O 0.082 -2.709 -0.663 -1.016
H 3.080 -0.191 -1.188 0.510
H 3.955 -0.006 -2.479 0.469
O 3.212 0.294 -2.009 -0.971
H 3.020 -2.882 0.102 0.480
H 1.787 -2.938 0.785 0.452
O 2.226 -3.482 0.270 -0.927
H -0.981 2.488 -0.230 0.501
H -0.942 3.359 -1.475 0.466
O -1.656 2.918 -1.027 -1.017
H -2.483 1.492 -1.619 0.515
H -3.534 0.611 -2.416 0.486
O -2.863 0.638 -1.758 -0.997
H -1.526 -0.451 -2.645 0.508
H -0.493 -1.479 -1.876 0.497
O -1.270 -1.398 -2.423 -1.012
H -4.158 -0.232 3.107 0.464
H -3.438 0.111 1.908 0.491
O -3.299 0.026 2.880 -0.965
H 1.860 4.156 -0.631 0.487
H 0.750 4.471 -1.540 0.453
O 1.471 3.820 -1.397 -0.951
H -2.568 -3.643 -1.674 0.475
H -2.337 -2.364 -1.364 0.501
O -2.621 -3.139 -0.893 -0.968
H 2.772 4.168 1.466 0.476
H 3.205 2.808 0.813 0.522
O 2.475 3.450 0.941 -0.999
H -3.261 -0.490 -0.322 0.493
H -4.166 -1.687 0.139 0.492
O -4.012 -0.723 0.183 -0.985
```

Calculated values
Charge: 0
ΔE to the lowest compared entry with this formula, charge and spin: 435.1 kJ/mol
Strongest force on any atom: 0.1499 hartree/bohr
HOMO energy: -9.5183 eV
DFT total energy: -35801.8992 eV

=====

# 2
Computed, not measured: 8 unconnected molecules or ions with the total composition C45H52BFNO2P, with the ωB97M-V functional and the def2-TZVPD basis.

```
103
Properties=species:S:1:pos:R:3:lowdin_charge:R:1
C 5.270 -2.604 -3.721 -0.083
C 4.455 -1.739 -4.701 -0.188
C 3.465 -0.852 -3.921 -0.339
F 3.971 0.459 -3.858 -0.059
B 2.012 -0.887 -4.475 -0.042
P 0.988 -2.515 -4.373 0.461
N 0.130 -2.751 -5.644 -0.157
O 0.083 -2.315 -3.053 -0.159
O 1.981 -3.715 -3.947 -0.165
H 5.390 -2.072 -2.778 0.077
H 4.766 -3.547 -3.524 0.068
H 6.276 -2.807 -4.088 0.061
H 5.102 -1.108 -5.305 0.110
H 3.920 -2.399 -5.386 0.098
H 3.427 -1.206 -2.883 0.136
H 1.458 0.051 -4.937 0.067
H 0.292 -3.656 -6.073 -0.022
H 0.579 -1.842 -2.374 0.072
H 1.960 -4.424 -4.593 0.077
C 2.101 4.072 -2.347 -0.095
C 2.189 5.390 -1.919 -0.096
C 3.429 6.005 -1.818 -0.103
C 4.580 5.305 -2.150 -0.103
C 4.490 3.989 -2.581 -0.089
C 3.252 3.369 -2.678 -0.090
H 1.133 3.594 -2.425 0.098
H 1.290 5.938 -1.665 0.099
H 3.501 7.031 -1.480 0.094
H 5.546 5.787 -2.072 0.099
H 5.387 3.442 -2.843 0.101
H 3.192 2.340 -3.011 0.077
C -2.526 -2.322 -0.852 -0.094
C -1.925 -3.276 -0.042 -0.094
C -2.420 -3.521 1.231 -0.090
C -3.524 -2.817 1.691 -0.088
C -4.128 -1.868 0.880 -0.104
C -3.628 -1.615 -0.390 -0.091
H -2.136 -2.134 -1.844 0.084
H -1.068 -3.829 -0.407 0.098
H -1.948 -4.260 1.865 0.101
H -3.917 -3.009 2.681 0.080
H -4.991 -1.322 1.243 0.088
H -4.095 -0.869 -1.020 0.102
C -6.845 2.640 2.464 -0.097
C -5.972 1.719 1.903 -0.101
C -4.640 1.698 2.293 -0.099
C -4.183 2.594 3.248 -0.096
C -5.057 3.514 3.811 -0.097
C -6.387 3.538 3.417 -0.097
H -7.884 2.657 2.158 0.100
H -6.330 1.018 1.159 0.095
H -3.958 0.981 1.852 0.090
H -3.145 2.575 3.555 0.100
H -4.701 4.212 4.557 0.100
H -7.068 4.257 3.854 0.100
C -4.961 -2.295 5.233 -0.104
C -4.152 -1.947 6.305 -0.090
C -4.035 -2.804 7.391 -0.095
C -4.723 -4.010 7.401 -0.095
C -5.531 -4.357 6.328 -0.099
C -5.651 -3.498 5.244 -0.113
H -5.056 -1.624 4.388 0.095
H -3.613 -1.009 6.294 0.101
H -3.407 -2.532 8.229 0.100
H -4.630 -4.678 8.247 0.100
H -6.068 -5.297 6.335 0.103
H -6.286 -3.767 4.409 0.100
C 8.127 -2.424 -6.764 -0.104
C 8.981 -3.315 -7.400 -0.096
C 10.351 -3.223 -7.203 -0.096
C 10.867 -2.244 -6.367 -0.096
C 10.013 -1.355 -5.730 -0.095
C 8.643 -1.441 -5.933 -0.102
H 7.058 -2.498 -6.919 0.095
H 8.578 -4.082 -8.049 0.100
H 11.017 -3.915 -7.702 0.100
H 11.936 -2.174 -6.210 0.101
H 10.416 -0.592 -5.077 0.101
H 7.978 -0.744 -5.440 0.097
C 7.209 6.853 0.810 -0.097
C 5.839 6.652 0.902 -0.107
C 4.991 7.735 1.085 -0.105
C 5.511 9.019 1.170 -0.096
C 6.881 9.220 1.075 -0.099
C 7.730 8.137 0.897 -0.098
H 7.871 6.009 0.670 0.100
H 5.431 5.653 0.829 0.102
H 3.922 7.577 1.161 0.100
H 4.849 9.863 1.310 0.100
H 7.287 10.221 1.139 0.099
H 8.799 8.293 0.826 0.099
C -10.665 -3.329 3.606 -0.098
C -11.592 -4.196 4.167 -0.099
C -11.368 -4.728 5.430 -0.099
C -10.221 -4.388 6.132 -0.094
C -9.296 -3.519 5.572 -0.099
C -9.517 -2.991 4.308 -0.098
H -10.839 -2.915 2.621 0.099
H -12.488 -4.458 3.621 0.099
H -12.089 -5.407 5.866 0.099
H -10.047 -4.801 7.118 0.100
H -8.401 -3.252 6.119 0.090
H -8.793 -2.315 3.870 0.098
```

Calculated values
Charge: 0
Strongest force on any atom: 0.0168 hartree/bohr
HOMO energy: -9.1494 eV
Structure (SMILES): CC[C@@H](F)BP(=N)(O)O.c1ccccc1.c1ccccc1.c1ccccc1.c1ccccc1.c1ccccc1.c1ccccc1.c1ccccc1
DFT total energy: -65776.1084 eV